No. 1
One molecule with the formula C18H27N5O5S. Source: OMol25; level of theory: the ωB97M-V functional and the def2-TZVPD basis.

Element x y z (Å)
1 S 2.38175 -3.13512 1.50621
2 O 2.55180 -4.06550 0.42282
3 O -0.69822 2.28121 1.95198
4 O 0.18922 1.06002 3.47747
5 O 1.23726 -6.47210 3.24474
6 O 3.55100 -2.65453 2.17804
7 N -1.06236 1.57172 -1.82209
8 N -1.82872 5.07421 -3.65120
9 N -0.08800 1.27505 2.31499
10 N 1.31712 -3.69923 2.67334
11 N -0.73697 1.48972 -0.51466
12 C 0.30058 0.32452 1.33899
13 C 2.32939 -5.69099 3.68024
14 C -4.50296 6.89274 -5.65411
15 C 1.91139 -4.23339 3.88437
16 C 0.39356 -0.57663 -0.91477
17 C 1.04048 -0.77939 1.77866
18 C 1.43603 -1.74577 0.89517
19 C -1.99359 2.58481 -3.74519
20 C -1.56690 5.00178 -2.23907
21 C -3.16134 5.51683 -4.02195
22 C 0.25902 -4.53963 2.14869
23 C -3.13305 6.31088 -5.32961
24 C 0.72544 -5.99387 2.01962
25 C 1.11156 -1.64836 -0.45924
26 C -0.03390 0.44598 -0.03735
27 C -2.22753 3.77135 -1.55944
28 C -1.37284 3.88425 -4.32315
29 C -1.74122 2.55114 -2.27650
30 H -2.40012 7.11273 -5.23131
31 H 1.44428 -2.43198 -1.12141
32 H 2.66820 -6.13731 4.61648
33 H 1.49677 -6.04892 1.23908
34 H -1.91680 5.91775 -1.75967
35 H 2.77528 -3.61355 4.12041
36 H -0.28597 3.82852 -4.21416
37 H -0.10930 -6.64832 1.76297
38 H -3.31103 3.85392 -1.67163
39 H -1.99147 3.77555 -0.49508
40 H 1.16708 -4.15978 4.68340
41 H -3.53344 6.17232 -3.23104
42 H -4.83036 7.56610 -4.86500
43 H -1.55497 1.71183 -4.22505
44 H -0.02873 -4.14466 1.17384
45 H -2.81146 5.66613 -6.14890
46 H -3.06857 2.59350 -3.93863
47 H 3.13958 -5.72780 2.93618
48 H -5.24168 6.10016 -5.75582
49 H -0.48319 4.93698 -2.09919
50 H -1.60612 3.95790 -5.38528
51 H 0.12972 -0.46996 -1.95412
52 H -1.01556 2.20856 0.15869
53 H -4.46807 7.44954 -6.58694
54 H -3.87040 4.67999 -4.12209
55 H -0.59086 -4.47543 2.83588
56 H 1.29854 -0.85911 2.82277

## Properties
Total charge: 0
Frontier orbital gap in eV: 7.5
DFT total energy in eV: -47623.150
HOMO level in eV: -8.200

No. 2
A 9-piece molecular cluster, C18H27N9 overall. Source: OMol25; level of theory: the ωB97M-V functional and the def2-TZVPD basis.

Element x y z (Å)
1 N 6.11663 -0.47660 -2.12314
2 N 0.56057 -4.65325 4.95538
3 N -5.43550 5.30534 -2.47726
4 N -1.06886 -1.97546 -0.84129
5 N 3.10141 -0.60854 3.58686
6 N 4.78555 4.89188 0.98266
7 N -0.25820 1.44024 -3.56179
8 N -2.27825 4.92327 1.55571
9 N -4.52453 -8.63906 -1.80343
10 C -4.11398 -7.65403 -1.39825
11 C -1.13036 -0.09491 0.90906
12 C -5.10546 4.17639 -2.59288
13 C 0.98765 -5.00402 3.92473
14 C -0.85703 0.72095 -4.27891
15 C 3.90591 -0.96030 4.36076
16 C 5.13189 -0.85239 -1.64151
17 C -2.17558 6.07052 1.45888
18 C 2.59661 4.37904 -0.39890
19 C 3.77389 4.67974 0.39231
20 C -3.52261 -6.39005 -0.91071
21 C -4.66498 2.76059 -2.79835
22 C -1.11183 -1.14614 -0.05151
23 C -2.10223 7.57474 1.35240
24 C 1.48943 -5.40444 2.62505
25 C 4.89691 -1.49702 5.41221
26 C 3.82832 -1.28277 -1.01704
27 C -1.66322 -0.07420 -5.16565
28 H -3.91243 2.56559 -2.03432
29 H -3.96406 -5.55336 -1.45218
30 H 1.16988 -6.44472 2.56337
31 H -2.58397 8.08132 2.18870
32 H 5.83328 -0.96547 5.24258
33 H 2.93994 3.87347 -1.30145
34 H -1.73592 -1.06470 -4.71651
35 H 3.23268 -1.76792 -1.79030
36 H -1.20633 -0.14519 -6.15272
37 H 1.98646 3.83460 0.32181
38 H -2.62998 7.82751 0.43278
39 H 1.19360 -4.80185 1.76629
40 H -2.03664 0.43131 0.60934
41 H 3.29111 -0.39381 -0.68650
42 H 4.94039 -2.55787 5.16560
43 H 3.94805 -2.02996 -0.23252
44 H 2.13064 5.32185 -0.68540
45 H -4.17935 2.76739 -3.77417
46 H -1.07424 7.93610 1.38002
47 H -5.50997 2.07239 -2.82024
48 H -1.22970 -0.57833 1.88093
49 H -0.28582 0.59285 0.86627
50 H 2.57763 -5.46324 2.60333
51 H -3.57134 -6.31875 0.17587
52 H -2.68039 0.30013 -5.28111
53 H 4.66336 -1.34378 6.46581
54 H -2.46919 -6.38508 -1.19066

## Properties
Total charge: 0
Frontier orbital gap in eV: 11.3
DFT total energy in eV: -32510.487
HOMO level in eV: -11.335

No. 3
A 9-piece molecular cluster, C18H27N9 overall. Source: OMol25; level of theory: the ωB97M-V functional and the def2-TZVPD basis.

Element x y z (Å)
1 N 1.36570 -9.95291 -30.68578
2 N 1.25602 -3.38901 -32.17128
3 N 2.59849 -7.22293 -25.53011
4 N -2.84405 -6.66173 -25.79792
5 N -3.56232 -4.98330 -30.96364
6 N 1.79632 -3.02961 -23.93497
7 N -8.16897 -5.19438 -20.16798
8 N -6.35702 -1.11122 -27.47775
9 N -5.80802 -14.48266 -26.18579
10 C 1.34768 -10.91856 -31.32808
11 C -6.50383 -12.37595 -27.67704
12 C -6.46348 -6.27079 -21.91004
13 C 0.61221 -4.63785 -30.02488
14 C 1.19529 -12.12355 -32.15377
15 C -7.40884 -5.62562 -20.96887
16 C -5.32599 -1.55665 -27.13736
17 C 4.26312 -5.98558 -27.23904
18 C 3.29535 -6.67128 -26.28937
19 C -6.14771 -13.56804 -26.87371
20 C -3.93523 -3.92887 -31.18910
21 C 1.03699 -3.86829 -31.14412
22 C 1.09914 -3.70499 -23.30452
23 C 0.22098 -4.54048 -22.51259
24 C -4.04688 -2.01569 -26.61437
25 C -2.52175 -7.46683 -26.57330
26 C -2.05793 -8.39466 -27.50302
27 C -4.42906 -2.61038 -31.46089
28 H -4.00086 -1.89432 -30.75946
29 H 5.29318 -6.31380 -27.09996
30 H 0.22807 -5.58927 -22.80939
31 H 0.93221 -11.84126 -33.17319
32 H -6.05459 -5.48809 -22.54901
33 H 3.94778 -6.12155 -28.27352
34 H -0.17397 -4.01144 -29.60343
35 H 0.36775 -4.42465 -21.43875
36 H -0.78330 -4.15289 -22.68382
37 H -7.02923 -6.95165 -22.54600
38 H 2.19803 -12.43097 -32.45061
39 H -4.13649 -2.32585 -32.47160
40 H 0.26371 -5.64560 -30.25088
41 H -2.10231 -7.93102 -28.48850
42 H -3.59188 -2.56159 -27.44085
43 H 4.29715 -4.94303 -26.92275
44 H -3.51751 -1.16957 -26.17627
45 H -5.70983 -11.63444 -27.58846
46 H -7.46039 -12.07738 -27.24813
47 H -6.46788 -12.50642 -28.75861
48 H -1.01753 -8.65739 -27.31159
49 H -5.73092 -6.75256 -21.26245
50 H 1.32938 -4.56946 -29.20691
51 H -4.44777 -2.79832 -25.97026
52 H -5.49623 -2.64889 -31.24233
53 H 0.66606 -12.93537 -31.65482
54 H -2.79834 -9.19459 -27.49940

## Properties
Total charge: 0
Frontier orbital gap in eV: 11.6
DFT total energy in eV: -32510.058
HOMO level in eV: -11.556

No. 4
A 6-piece molecular cluster, C18H27NO23S5 overall. Source: OMol25; level of theory: the ωB97M-V functional and the def2-TZVPD basis.

Element x y z (Å)
1 S -1.06360 0.07675 -3.85723
2 S -0.06671 6.04147 -4.14362
3 S 0.46798 -3.25248 6.74743
4 S -1.43509 5.63669 -0.31496
5 S -1.89420 -4.90966 0.20704
6 O -2.38654 6.13589 -1.24280
7 O -0.72190 -0.51797 -2.61085
8 O -2.15360 1.22146 -3.61363
9 O -0.13245 0.51318 2.19686
10 O -0.69014 -5.66352 0.29480
11 O 1.38476 6.19938 -4.81293
12 O 1.81332 -3.06721 6.33660
13 O -0.50062 4.57974 -1.07605
14 O -2.65828 -5.34089 -1.13530
15 O 3.77780 0.40742 0.00619
16 O 1.80181 0.88874 1.02977
17 O -0.87366 5.70680 -5.49662
18 O -0.08093 4.88745 -3.31683
19 O -0.20625 -4.37708 5.83168
20 O 0.48029 -4.07772 8.11895
21 O -1.54603 -3.41448 -0.22470
22 O 0.14032 1.02913 -4.30155
23 O -0.47110 7.30831 -3.66347
24 O -0.62819 6.49979 0.46785
25 O -0.44092 -2.17216 6.86496
26 O -2.82143 -4.86067 1.27767
27 O -2.17307 4.60330 0.67324
28 O -1.48070 -0.71183 -4.95925
29 N 0.46373 -3.12657 1.95974
30 C 1.31033 -3.12667 2.90623
31 C 0.99454 0.22515 1.95229
32 C -2.87584 -4.18694 -1.96677
33 C 1.44322 -1.78564 3.62434
34 C -0.58068 3.31088 -0.41996
35 C 2.96475 0.20030 0.85578
36 C -1.50495 2.50434 -3.55099
37 C -0.38765 -5.21430 8.00015
38 C -0.33321 2.37320 -4.49575
39 C -1.73460 -3.25029 -1.63566
40 C 4.16255 -1.77240 2.20165
41 C 1.35311 5.77379 -6.17823
42 C -1.95370 3.27052 0.19727
43 C 1.85428 -0.83921 2.52785
44 C -0.28003 -5.61840 6.54447
45 C -0.06622 6.04411 -6.63177
46 C 4.48153 -2.87709 1.46990
47 C 3.04210 -0.88210 1.91476
48 H -0.81427 -3.55050 -2.14051
49 H -0.07401 -6.00205 8.67891
50 H 2.16025 -1.80306 4.43653
51 H 4.50695 -3.85779 1.94366
52 H 2.08855 6.32318 -6.75944
53 H -0.64530 2.47791 -5.53689
54 H -1.95236 -2.21818 -1.87233
55 H -2.89268 -4.47069 -3.01541
56 H -1.17346 2.67002 -2.52680
57 H -2.72630 3.04407 -0.54360
58 H 0.44091 -1.55311 3.98458
59 H 1.58729 4.70700 -6.21205
60 H -1.40154 -4.89798 8.25320
61 H -0.42560 2.51051 -1.13890
62 H 4.78560 -2.86264 0.42528
63 H -2.19275 3.29370 -3.83907
64 H 4.80641 -1.50729 3.04347
65 H 0.45558 3.08810 -4.27746
66 H -0.35343 5.44509 -7.49157
67 H -3.83931 -3.75246 -1.69275
68 H -2.01361 2.55285 1.01133
69 H 1.93764 -3.98018 3.16958
70 H 0.47112 -4.03250 1.48885
71 H -0.21847 7.10133 -6.85810
72 H 0.18820 3.25785 0.35285
73 H -1.13579 -6.19553 6.20562
74 H 0.63625 -6.18017 6.35245

## Properties
Total charge: 0
Frontier orbital gap in eV: 8.4
DFT total energy in eV: -121854.408
HOMO level in eV: -8.823

No. 5
C18H28BIrN6O as an isolated structure. Source: OMol25; level of theory: the ωB97M-V functional and the def2-TZVPD basis.

Element x y z (Å)
1 Ir -0.08242 0.14278 0.41067
2 O -0.08242 0.14278 2.20927
3 N -0.98612 1.70798 -0.40653
4 N -0.81122 -1.11842 -1.68383
5 N 1.72548 0.14288 -0.40663
6 N 1.37418 0.14328 -1.68383
7 N -0.81102 1.40468 -1.68373
8 N -0.98642 -1.42282 -0.40663
9 C 4.72208 -1.11432 1.03067
10 C 3.07128 0.14428 -0.35273
11 C -1.36342 -2.07222 -2.45853
12 C -0.81292 3.92858 1.73547
13 C 3.85568 0.14528 0.93137
14 C -1.39612 -4.64662 1.03067
15 C 4.71748 1.40798 1.03137
16 C -3.57812 -3.38122 1.03147
17 C -1.91542 3.31778 -1.63573
18 C -1.36252 2.36018 -2.45713
19 C -1.65932 2.87418 -0.35303
20 C -2.05372 -3.26642 0.93137
21 C 3.58258 0.14528 -1.63853
22 C -2.99572 2.66828 1.73547
23 C -1.66062 -2.58762 -0.35273
24 C -1.91722 -3.02992 -1.63853
25 C -2.05822 3.56498 0.92127
26 C 2.47638 0.14448 -2.45853
27 B -0.08262 0.14318 -2.18473
28 H 4.62188 0.14668 -1.93883
29 H -3.90492 2.43048 1.14247
30 H -3.86322 -3.84972 1.99757
31 H -0.15232 4.59698 1.14257
32 H 5.27038 -1.12542 1.99677
33 H -0.29062 -4.54542 0.98317
34 H 5.26568 1.42068 1.99747
35 H -3.31212 3.18938 2.66417
36 H 5.46138 -1.15382 0.20197
37 H -1.66062 -5.12692 1.99677
38 H -4.03942 -2.37142 0.98457
39 H -1.36542 -2.07422 -3.54123
40 H -1.36452 2.36348 -3.53983
41 H 4.08168 -2.02112 0.98327
42 H -1.69532 -2.64862 1.78427
43 H 4.07358 2.31248 0.98447
44 H -2.49122 1.71768 2.01397
45 H -2.43552 4.21858 -1.93343
46 H -1.73172 -5.30662 0.20197
47 H -3.98472 -4.00002 0.20267
48 H 3.14148 0.14388 1.78427
49 H -1.10602 4.46308 2.66417
50 H -0.24192 3.01628 2.01397
51 H 2.47908 0.14518 -3.54123
52 H 5.45658 1.45068 0.20257
53 H -2.60052 4.50428 0.67297
54 H -2.43812 -3.92922 -1.93883
55 H -0.08282 0.14348 -3.38023

## Properties
Total charge: +1
Frontier orbital gap (alpha / beta) in eV: 6.7 / 7.7
Multiplicity: 2
DFT total energy in eV: -33615.477
HOMO level (alpha / beta) in eV: -11.528 / -12.204

No. 6
A 2-piece molecular cluster, C18H28IN4O3P overall. Source: OMol25; level of theory: the ωB97M-V functional and the def2-TZVPD basis.

Element x y z (Å)
1 I 0.41779 -3.63901 -2.76880
2 P 0.49171 -0.55686 -4.22840
3 O 0.21748 -1.44456 -0.61170
4 O -0.64281 -3.03087 2.35130
5 O 3.77524 2.08504 -1.42777
6 N 1.12270 -1.44126 -5.43170
7 N 3.49480 -2.79016 -0.38149
8 N -3.08167 -1.55013 0.26363
9 N 4.13988 -1.50604 -3.68067
10 C -0.93198 3.01173 2.24411
11 C 3.03938 -1.23496 -3.25519
12 C -2.07121 -4.94767 1.73866
13 C 2.98950 0.92022 -0.97612
14 C -1.04359 -0.94675 -1.13147
15 C -0.71898 4.67628 3.97460
16 C 1.75816 0.74128 -2.00325
17 C -0.57826 3.96025 1.28781
18 C 1.61750 -0.72142 -2.65932
19 C -0.35652 5.62193 3.01987
20 C 2.45475 -2.38913 -0.86438
21 C 1.11931 -1.87985 -1.64426
22 C -1.93647 -0.55040 0.18410
23 C -2.94491 -2.39357 1.51179
24 C -1.70235 -3.41984 1.40681
25 C -1.00390 3.36993 3.58688
26 C 2.38605 1.33261 0.46584
27 C -0.28815 5.26503 1.67652
28 H 0.81705 1.13059 -1.47908
29 H -2.45850 -5.04840 2.81599
30 H -0.77860 4.95671 5.02097
31 H -0.52756 3.68221 0.23989
32 H 1.91209 0.43778 1.02343
33 H -0.86398 -0.99621 -3.93696
34 H -1.28179 2.63146 4.33180
35 H -1.11362 -5.59513 1.61560
36 H -2.87773 -1.70545 2.44870
37 H -1.30245 -0.71295 1.14440
38 H -3.89298 -3.05186 1.65551
39 H -0.00880 6.00356 0.93206
40 H -0.12782 6.63861 3.32311
41 H -1.67399 -1.72030 -1.69788
42 H 3.34704 2.89957 -1.07729
43 H -3.94889 -0.99779 0.33728
44 H -0.95938 -0.02310 -1.80796
45 H 1.52590 2.10924 0.35858
46 H 0.54120 0.81834 -4.63337
47 H -2.33928 0.52032 0.14212
48 H -1.27687 -3.40970 0.33008
49 H 1.95882 1.48067 -2.87902
50 H 3.22832 1.84018 1.07985
51 H -1.15258 1.99236 1.94209
52 H -2.83543 -5.40531 0.99162
53 H 0.19646 -2.92442 1.83664
54 H 3.72828 0.04869 -0.94185
55 H 0.44163 -2.14150 -5.76374

## Properties
Total charge: 0
Frontier orbital gap in eV: 8.1
DFT total energy in eV: -48605.283
HOMO level in eV: -8.840